# 1
DFT (ωB97M-V with the def2-TZVPD basis set) results for a structure of composition C5H10N2O2S.

Positions of all 20 atoms, in Å:
C -0.363380 -1.739359 0.100935
C -0.533996 0.658944 -0.576079
C 0.410495 -0.429596 -0.286809
C 1.113584 -0.100106 1.068788
C 1.409809 -0.695904 -1.512474
N -1.716255 -1.658644 0.077993
N -2.823497 0.586053 1.539732
O 0.170824 -2.752352 0.422535
O -3.154274 -0.045242 -1.212610
S -2.129287 -0.217451 -0.235015
H -0.315050 1.462282 0.104167
H -0.622665 1.058929 -1.476917
H 1.493443 0.847775 0.893290
H 2.020824 -0.697231 1.240388
H 0.496624 -0.161161 1.957721
H 1.788695 -1.746699 -1.596825
H 2.211281 -0.085194 -1.327319
H 0.975977 -0.607907 -2.542959
H -2.889596 -0.209142 2.189704
H -3.844967 0.867854 1.533047

Cartesian forces, eV/Å:
0.5091 0.1512 -0.7141
-1.1889 -1.2694 4.1253
1.5749 -2.7041 -0.0978
1.0867 -1.5517 -1.0750
-2.3151 -2.5031 0.0094
-1.0805 1.0194 0.0328
-0.0810 -0.7994 -1.6647
1.3938 -0.8836 0.2312
-0.1754 0.6180 -0.3462
-2.2831 1.4021 3.0484
-0.7593 0.4663 0.4687
-0.3183 1.2284 -4.3232
0.6738 2.2556 0.3510
-0.5332 -0.3147 -0.1292
-0.3655 0.1248 -0.1320
-0.3137 0.7271 0.9230
2.1267 1.6675 -0.1858
0.0189 0.7382 1.0925
0.6191 -0.1324 -0.5528
1.4111 -0.2403 -1.0614

- Calculated total energy: -854.5827 Eh
- Relative energy (zero: lowest compared OMol25 entry of this formula, charge and spin): 2.291 eV
- Spin multiplicity: 1
- LUMO energy: 0.0 eV
- Max |F|: 4.5 eV Å⁻¹
- Kohn-Sham gap: 9.866 eV

***

# 2
DFT (ωB97M-V with the def2-TZVPD basis set) results for a structure of composition C38H41N9O2RuS.

Positions of all 92 atoms, in Å:
Ru 0.485486 -0.737403 0.344042
C -1.803362 1.571551 2.563907
C -2.866117 1.080658 1.576633
C -2.452192 -0.006769 0.564904
N -1.415450 -0.907744 1.080999
C -1.648935 -1.778253 2.031556
C -2.976625 -1.962652 2.533003
C -3.468089 -2.749708 3.555800
C -2.782326 -3.538720 4.461561
C -1.387081 -3.775097 4.512180
C -0.416206 -3.413240 3.642623
C -0.473646 -2.638556 2.404445
N 0.490970 -2.613294 1.555147
C 1.568685 -3.604272 1.530276
C 2.966647 -3.004830 1.464958
C 3.150807 -2.074223 0.274306
N 2.466800 -0.806275 0.485903
C 3.085118 0.250795 1.051067
C 4.422860 0.191824 1.456606
C 5.287549 1.172936 1.925816
C 5.068994 2.514884 2.150692
C 3.855541 3.172553 1.991241
C 2.620863 2.694174 1.607639
C 2.194707 1.403821 1.222835
N 0.912364 1.142595 0.951925
C -0.058954 2.229063 0.781800
C -0.842905 2.623291 2.019810
H -1.241316 0.728849 2.977038
H -2.325454 2.006143 3.418759
H -3.236182 1.920802 0.978607
H -3.721882 0.727212 2.154728
H -2.055958 0.439945 -0.345401
H -3.315262 -0.594880 0.241013
H -3.729207 -1.402592 2.002226
H -4.543054 -2.714592 3.684221
H -3.373519 -4.017738 5.230948
H -1.048546 -4.351360 5.365351
H 0.583176 -3.723248 3.912349
H 1.384321 -4.165094 0.606834
H 1.490697 -4.318670 2.348019
H 3.663652 -3.841705 1.382164
H 3.208933 -2.478411 2.393166
H 2.711141 -2.524337 -0.620623
H 4.203835 -1.916451 0.041702
H 4.883726 -0.780669 1.365996
H 6.292024 0.819715 2.131110
H 5.908134 3.104148 2.494490
H 3.865894 4.229815 2.233362
H 1.837806 3.436949 1.637596
H -0.733247 1.929737 -0.024067
H 0.449469 3.109077 0.378765
H -1.419242 3.515372 1.750693
H -0.157401 2.927077 2.816259
O 3.400457 -0.737232 -6.430762
N 2.883918 -1.784026 -6.042962
O 2.982350 -2.830771 -6.664930
C 2.118451 -1.799674 -4.827472
C 1.514686 -3.008859 -4.511150
C 0.777947 -3.194280 -3.346450
C 0.111684 -4.416275 -3.003304
C -0.633348 -4.467548 -1.845464
C -0.681148 -3.384349 -0.991583
N 0.009881 -2.222955 -1.269422
C 0.664641 -2.129881 -2.422558
C 1.262786 -0.850508 -2.766058
N 1.049094 0.133352 -1.861822
C 1.500690 1.340459 -2.102015
C 2.217885 1.636774 -3.265188
C 2.462579 0.659095 -4.185085
C 1.975671 -0.660557 -3.970389
H 1.630573 -3.828006 -5.205713
H 0.168680 -5.260807 -3.675321
H -1.195648 -5.357393 -1.593322
H -1.278403 -3.389379 -0.094428
H 1.300553 2.100016 -1.362687
H 2.574979 2.644271 -3.430141
H 3.013041 0.871267 -5.082063
C -5.034258 2.587730 -1.415689
N -3.986299 3.575032 -1.323935
C -4.276171 4.939452 -0.911548
C -2.926098 5.662366 -1.100313
N -2.058495 4.579475 -1.541608
C -2.725439 3.417210 -1.768691
S -2.046193 2.064521 -2.475518
H -5.805312 2.912181 -2.118048
H -5.498084 2.435335 -0.438445
H -4.600694 1.655863 -1.770757
H -4.623580 4.967238 0.123080
H -5.062888 5.360367 -1.541752
H -2.567380 6.103148 -0.170937
H -2.990762 6.449855 -1.851251
H -1.198388 4.725285 -2.041287

Cartesian forces, eV/Å:
0.2724 0.4672 -1.0013
0.0421 -0.0508 0.0603
-0.1580 0.0685 -0.1142
0.1809 -0.1856 0.0160
-0.2604 -0.0223 0.2512
-0.0579 0.0426 -0.1023
0.0444 -0.1098 0.1261
0.0222 0.0882 -0.1307
0.2089 -0.0924 0.0738
-0.2734 -0.0315 0.1626
0.1023 0.2140 -0.3685
-0.3014 -0.1273 0.4346
0.2935 -0.3633 0.1961
-0.2187 0.1255 -0.0773
0.0771 -0.0884 0.0653
-0.0764 0.1332 -0.2233
0.0919 0.1747 0.2910
-0.3027 -0.1872 -0.1340
0.2350 0.1026 0.0529
-0.0131 -0.1800 -0.0199
-0.1038 0.0633 -0.0206
0.0467 0.0669 0.0306
-0.0072 -0.0508 -0.0011
0.0363 0.0407 0.0012
-0.0819 -0.0765 0.1587
0.1821 -0.1244 -0.1832
-0.0656 0.1156 0.0908
0.0025 -0.0061 -0.0561
0.0059 0.0379 -0.0170
0.0160 0.0318 0.0610
0.0109 -0.0392 -0.0041
0.0165 0.0137 0.0015
-0.0343 0.0432 0.0404
-0.0277 0.0253 -0.0284
-0.0073 0.0153 -0.0066
0.0031 -0.0106 0.0029
-0.0207 -0.0030 0.0048
0.0078 0.0006 -0.0039
0.0391 -0.0031 -0.0081
0.0306 -0.0015 0.0110
0.0037 0.0075 -0.0073
-0.0220 0.0183 -0.0125
0.0282 -0.0376 0.0492
-0.0096 -0.0535 0.0306
0.0083 0.0209 0.0097
-0.0069 -0.0036 0.0071
0.0017 0.0062 0.0021
0.0085 -0.0015 -0.0081
0.0025 0.0122 0.0150
-0.0415 -0.0038 0.0570
-0.0174 0.0195 0.0387
-0.0070 -0.0065 0.0080
0.0096 -0.0195 -0.0119
-0.0599 0.0416 0.2437
0.0012 0.1593 -0.2517
0.0556 -0.0668 -0.0349
0.0218 0.1648 0.1238
0.0059 0.0067 0.0333
-0.1502 -0.1113 0.1285
0.0718 -0.0020 -0.1398
-0.0759 -0.0479 0.0484
0.1010 0.2409 -0.1726
-0.0583 -0.2960 0.5484
0.1650 0.2828 -0.2602
-0.1902 -0.2374 0.2206
-0.0061 -0.0625 -0.0613
0.1278 -0.0351 -0.1016
-0.0091 0.1428 0.0655
-0.0405 -0.3116 -0.0873
0.0718 -0.0051 -0.0950
-0.0019 0.0102 0.0327
-0.0043 -0.0131 -0.0015
0.0049 -0.0111 0.0036
-0.0069 -0.0272 0.0160
-0.0072 0.0761 0.0044
-0.0113 0.0006 -0.0043
0.0700 0.0162 -0.1062
0.0151 0.0452 -0.0127
-0.0363 -0.2087 -0.0187
0.0436 0.0780 -0.0259
-0.1009 0.0018 -0.0296
0.1684 -0.1503 -0.0276
-0.0390 0.1453 0.0378
-0.0258 0.0318 0.0625
-0.0039 -0.0090 -0.0092
0.0032 -0.0077 0.0064
-0.0022 0.0054 -0.0015
0.0153 -0.0120 0.0128
-0.0055 0.0206 0.0226
0.0074 0.0014 0.0003
-0.0103 0.0000 0.0003
-0.0204 0.0676 0.0198

- Calculated total energy: -2608.6136 Eh
- Spin multiplicity: 6
- ⟨S²⟩: 8.91
- Charge: +1
- LUMO energy (alpha / beta): -3.1 / -5.4 eV
- Max |F|: 1.1 eV Å⁻¹
- Kohn-Sham gap (alpha / beta): 3.978 / 4.673 eV